Below is C18H37O16Ti as an isolated structure in a non-equilibrium geometry, with properties calculated with wB97M-V/def2-TZVPD.

Results
Highest occupied orbital energy (alpha / beta) (eV): -3.2 / -7.4
Spin multiplicity: 4
Molecular weight (g/mol): 557.3
Total charge: 0
Kohn-Sham gap (alpha / beta) (Eh): 0.1385 / 0.2907

XYZ file:
```
72
Properties=species:S:1:pos:R:3:forces:R:3:mulliken_charge:R:1
Ti 0.341241 -0.454716 0.217646 -0.0169 -0.1579 0.0856 0.785
C -4.031739 -0.034973 1.236652 -0.0606 -0.2624 -0.4775 -1.331
C -2.995571 -1.145455 1.430833 0.8344 0.3509 1.0682 0.607
C -3.623323 -2.522543 1.237185 -0.1434 -0.4135 -0.2145 -1.395
O -1.853152 -0.920468 0.709646 0.6466 -0.0283 -0.5669 -0.072
H -3.655456 0.979456 1.384787 0.3460 -0.1564 0.3441 0.176
H -4.868033 -0.206380 1.918313 -0.2366 0.1517 -0.2613 0.385
H -4.333395 -0.045631 0.181996 -0.3897 -0.1473 0.1112 0.260
H -2.774870 -1.151366 2.524990 0.0979 0.2257 0.2010 -0.147
H -2.976251 -3.353565 1.534780 0.4580 0.2889 -0.2202 0.183
H -3.883290 -2.663011 0.182624 -0.2276 -0.1064 0.0849 0.276
H -4.485474 -2.678338 1.894296 -0.2910 0.3189 -0.3143 0.412
C -0.243395 -1.249493 4.149621 -0.5945 0.1707 0.3821 -0.163
O 1.132993 -0.968641 4.424292 -0.6234 0.1569 0.4014 -0.403
C 1.931879 -0.978961 3.383709 1.1700 -0.1091 0.8263 0.817
O 1.645491 -1.048249 2.226587 -0.7003 0.1208 -1.0993 -0.394
O 3.182325 -0.930338 3.860442 -0.1074 -0.0860 0.4999 -0.403
C 4.224605 -0.732551 2.938125 0.5559 0.5332 -1.4045 -0.592
H -0.333317 -2.302686 3.895011 -0.2161 0.0984 -0.3042 0.233
H -0.679076 -0.573596 3.417580 0.3034 -0.3316 -0.5067 -0.245
H -0.817120 -1.054219 5.055316 0.4137 -0.1658 0.2373 0.348
H 4.930657 0.003192 3.322521 -0.2170 -0.0110 0.2907 0.288
H 3.818106 -0.358677 1.992696 0.0577 -0.0139 0.1081 0.156
H 4.799234 -1.627253 2.688442 -0.3571 -0.2687 0.3790 0.278
C 0.200642 -3.937456 1.503367 -0.2374 0.9262 -0.4510 -0.108
O 0.768764 -4.470062 0.302529 -0.0520 -1.4719 0.3732 -0.411
C 1.176900 -3.657484 -0.634773 0.0262 1.0657 0.0387 0.729
O 1.197746 -2.450008 -0.570152 -0.2496 0.6195 0.0164 -0.402
O 1.585779 -4.335024 -1.683984 0.2332 -1.0725 0.0360 -0.402
C 2.267286 -3.647556 -2.727904 -0.7880 0.1897 -0.4245 -0.518
H 0.970494 -3.763701 2.252775 0.1173 -0.0363 -0.1088 0.221
H -0.538905 -4.637064 1.878665 0.0701 -0.1998 -0.1742 0.363
H -0.282845 -2.995390 1.225436 -0.1261 -0.0026 0.4637 -0.182
H 2.838768 -2.801926 -2.354539 0.2043 -0.1802 0.0202 0.298
H 1.519987 -3.275387 -3.435730 0.0615 0.1447 0.0776 0.085
H 2.828718 -4.419605 -3.245045 0.3580 0.1834 0.1509 0.299
C -2.354012 -1.251010 -2.440239 -0.1291 -0.8535 0.7255 -0.464
O -1.366427 -1.290262 -3.470485 -0.1617 -0.0112 -0.7803 -0.448
C -0.258441 -0.586768 -3.263818 -0.7306 -0.9979 0.0800 0.568
O 0.041297 -0.122598 -2.209862 0.5603 0.8942 1.2461 -0.155
O 0.512309 -0.498766 -4.327367 0.5296 0.1077 -0.3424 -0.298
C 0.138373 -1.174643 -5.515025 -0.1238 -0.2579 -0.9909 -0.753
H -2.228294 -2.100304 -1.762983 0.3299 0.1755 0.0218 0.166
H -3.319509 -1.418854 -2.912354 0.0131 0.5339 -0.1631 0.366
H -2.251140 -0.357276 -1.830593 -0.3057 0.0203 -0.1314 0.025
H 0.399405 -2.235152 -5.505913 -0.0823 0.0067 0.4120 0.250
H 0.703327 -0.744116 -6.340273 0.0597 0.2668 0.2285 0.271
H -0.922160 -1.074193 -5.732896 0.0207 0.0301 0.0981 0.341
C -1.644653 2.468486 -1.267053 -0.7188 -0.5952 -0.4957 -0.633
O -1.442163 3.886473 -1.325570 -0.2904 -0.3767 0.8010 -0.412
C -0.232819 4.269023 -1.666398 0.7621 0.6827 -0.6797 0.850
O 0.662616 3.597442 -2.111297 -0.0935 -0.3362 0.2099 -0.534
O -0.147132 5.597080 -1.502781 -0.4705 0.1999 0.4891 -0.368
C 1.042626 6.189432 -1.991413 0.5693 -0.3889 -0.7624 -0.564
H -2.024757 2.143645 -2.236724 0.2655 -0.0602 -0.1141 0.473
H -2.439459 2.229862 -0.562015 0.0882 0.4508 0.2278 0.129
H -0.762150 1.889556 -1.010208 0.2280 0.3193 -0.0703 0.206
H 1.928289 5.652659 -1.652640 -0.0583 0.0571 0.2222 0.201
H 1.090884 7.232914 -1.703142 -0.3084 -0.0271 0.2374 0.242
H 1.047046 6.113286 -3.080901 0.0216 0.1359 -0.0125 0.297
C -0.799210 2.155058 2.465432 0.0347 -0.8491 -0.3621 -0.185
O 0.409478 2.903790 2.385395 -0.0918 0.7060 0.5161 -0.434
C 1.296346 2.610296 1.443829 -1.0883 0.1591 0.2889 0.838
O 1.212039 1.684539 0.675268 0.1686 -0.6466 -0.3598 0.054
O 2.232906 3.529875 1.466495 0.5899 0.0659 -0.0944 -0.436
C 3.258068 3.352960 0.474850 0.1477 -0.2993 -0.1278 -0.601
H -1.130358 2.114026 3.499451 0.2772 0.1266 0.0843 0.370
H -0.589045 1.147058 2.098445 -0.3757 -0.0855 0.1111 -0.361
H -1.606662 2.578611 1.868739 0.2446 0.2471 -0.1496 0.273
H 3.882106 2.488898 0.707440 -0.1366 -0.0483 0.0998 0.229
H 3.880710 4.239934 0.514553 -0.1699 0.1350 -0.0767 0.218
H 2.794174 3.188195 -0.496662 0.1049 0.1894 -0.0552 0.247
```
Positions in Å, forces in eV/Å.



Below is C18H37O19Tl as an isolated structure in a non-equilibrium geometry, with properties calculated with wB97M-V/def2-TZVPD.

Results
Highest occupied orbital energy (eV): -14.6
Spin multiplicity: 1
Molecular weight (g/mol): 761.9
Total charge: +2
Relative energy (zero: lowest compared OMol25 entry of this formula, charge and spin) (kcal per mole): 359.3
Kohn-Sham gap (Eh): 0.1814

XYZ file:
```
75
Properties=species:S:1:pos:R:3:forces:R:3:mulliken_charge:R:1
Tl -11.407245 22.511415 -2.561612 0.1058 -3.1501 3.6950 1.910
O -11.048045 20.898292 -3.848574 0.2832 -1.5743 0.9044 -0.064
H -10.503002 20.145816 -4.150599 0.2133 1.4665 0.6072 0.111
C -9.894241 26.454987 -4.183992 0.9930 -0.1285 1.2132 -0.554
O -9.767231 25.391260 -5.169546 0.5292 -1.8065 1.0362 -0.421
C -9.850531 24.083862 -4.737348 0.5444 0.7394 -1.9104 0.265
O -10.116176 23.752332 -3.556552 2.6221 6.5102 -3.3815 -0.602
O -9.614353 23.263682 -5.805735 -0.9979 2.8745 2.6125 -0.368
C -9.737671 21.856107 -5.604104 -2.1582 0.7716 -1.4983 1.006
H -9.089488 26.376293 -3.453058 0.0908 -0.2753 -0.0233 0.257
H -10.818674 26.412892 -3.608010 -0.0665 -0.0669 -0.3171 0.285
H -9.745239 27.446770 -4.610919 -0.3270 -0.4780 -0.7360 0.300
H -9.161515 21.295976 -6.340581 -1.5857 2.3256 -1.1048 0.456
H -10.732114 21.434885 -5.751656 0.3296 1.6626 -0.0523 0.368
H -9.288105 21.549964 -4.659506 -1.4578 1.5019 -0.7545 -0.229
C -9.862516 18.629457 -5.416117 1.6834 0.1777 0.2320 -1.315
O -8.479172 18.546278 -5.229147 3.3022 1.2976 1.4085 -0.353
C -7.692103 19.685766 -5.132107 1.5816 -1.8366 -2.0557 0.710
O -8.069023 20.783824 -5.506499 7.1062 -5.1339 2.2318 -0.531
O -6.407295 19.318458 -4.855880 -2.4168 -1.4209 -0.1160 -0.401
C -5.353430 20.249048 -4.778677 -0.2525 1.9894 0.0171 -0.660
H -10.181795 19.637865 -5.679303 1.2006 -0.4546 -0.8632 0.914
H -10.460350 18.420311 -4.529010 2.1290 -0.5679 0.8184 0.357
H -10.193170 17.848411 -6.100746 1.8816 0.3218 -0.0913 0.536
H -5.438154 20.706135 -3.792787 0.5684 0.0108 0.0644 0.240
H -5.474104 21.046891 -5.511472 -0.2525 0.0298 -0.1120 0.292
H -4.363104 19.842402 -4.983606 -0.4743 -0.7327 0.3256 0.315
C -12.500211 18.798087 -4.514189 -1.9627 -2.1220 2.0993 0.057
O -11.749013 18.602719 -5.655760 -5.2757 -1.0312 -2.6267 0.275
C -12.339251 18.244513 -6.846083 -3.6962 -0.2599 2.3241 0.157
O -13.525578 18.026435 -6.934948 0.5216 -0.1950 0.1202 -0.561
O -11.500782 18.314268 -7.778099 3.2480 0.4307 -1.4319 -0.309
C -11.971393 18.190600 -9.132499 -0.3387 0.0810 -0.0038 -0.689
H -11.916254 19.432881 -3.847776 -1.8659 -0.2918 -1.5020 -0.752
H -12.645874 17.873448 -3.955678 -0.2497 -0.4650 -0.3492 0.458
H -13.453996 19.292641 -4.698052 0.3904 -1.9121 0.8744 0.001
H -12.138288 17.124673 -9.287533 -0.5070 0.3200 -0.3576 0.313
H -11.221520 18.568732 -9.827369 0.2401 -0.1267 0.4855 0.268
H -12.830375 18.860717 -9.167000 -0.3333 -0.6380 -0.5121 0.323
C -10.898267 18.704172 -2.095109 -1.7807 -0.5300 1.6073 -0.092
O -12.168153 18.713053 -1.384936 -2.0080 1.3560 0.9611 -0.260
C -12.816033 19.871651 -1.141924 -0.9804 -2.6095 0.0262 0.708
O -12.503172 20.934847 -1.713755 -1.0045 0.1393 1.5352 -0.779
O -13.920976 19.687631 -0.380716 3.8923 -2.4672 -2.7907 -0.336
C -14.760077 20.701514 -0.033140 -1.5400 2.5151 1.3651 -0.680
H -10.140370 19.106503 -1.422906 -2.8050 -1.2092 0.7608 0.225
H -10.996789 19.313741 -2.993338 0.3185 -0.5185 1.9756 -0.238
H -10.619805 17.696373 -2.403159 -0.5493 -0.2075 0.4289 0.298
H -14.948292 21.457899 -0.795098 0.6420 0.1049 -0.1009 0.271
H -14.341585 21.084416 0.897630 -0.3209 0.7241 -0.0859 0.332
H -15.769823 20.364967 0.201876 0.3164 -0.8007 -0.0407 0.276
C -12.681251 25.586999 -5.341371 2.2918 1.2110 2.0038 -0.850
O -12.838800 24.351026 -5.926165 -0.9241 -5.1795 -0.4409 -0.360
C -12.507926 23.147301 -5.376347 -3.9024 -0.8735 -4.9986 0.822
O -11.852964 22.965768 -4.370580 -4.9848 1.7558 -4.5220 -0.685
O -13.036830 22.098078 -6.191151 0.9640 5.9809 1.1772 -0.283
C -12.794696 20.750512 -5.931043 -0.8311 0.5572 -0.0187 -0.801
H -13.004492 26.386893 -6.007545 -0.0166 -0.4369 -0.0017 0.383
H -11.614170 25.604998 -5.119774 -0.7376 0.9963 -0.8027 0.389
H -13.060648 25.716357 -4.327756 -1.1250 -0.3564 -0.1254 0.295
H -11.864825 20.692020 -5.365345 -1.3472 -0.3548 -0.6682 -0.449
H -12.912766 20.175625 -6.849561 0.4378 1.1439 -0.2334 0.392
H -13.626113 20.351277 -5.350128 -0.0379 1.7344 -0.6102 0.532
C -8.620529 19.413842 -2.083761 0.5875 0.6781 -0.5646 -0.563
O -7.733821 20.513179 -2.213634 0.4069 1.3650 -0.3482 -0.313
C -8.213597 21.773134 -2.313404 2.8690 0.0494 1.1238 0.675
O -9.317459 22.181343 -2.668356 4.2322 -3.3714 3.6269 -0.231
O -7.183684 22.593420 -2.001180 -0.9987 -2.6049 -0.6048 -0.389
C -7.290244 23.999599 -2.009823 -0.3076 0.6329 -0.2120 -0.429
H -9.601345 19.719207 -2.448271 2.5699 1.0251 -0.5699 -0.207
H -8.684836 19.053176 -1.057172 0.5071 0.9325 0.5059 0.718
H -8.370203 18.463645 -2.555523 0.9481 0.5371 -0.8831 0.580
H -7.812464 24.347766 -2.900984 -0.0064 0.0034 0.1717 0.033
H -6.266969 24.374200 -2.036037 -0.1720 -0.0653 0.1771 0.352
H -7.803206 24.297120 -1.095251 0.0509 0.2997 -0.0939 0.298
```
Positions in Å, forces in eV/Å.



Below is C18H37O2P3W as an isolated structure in a non-equilibrium geometry, with properties calculated with wB97M-V/def2-TZVPD.

Results
Highest occupied orbital energy (alpha / beta) (eV): -21.4 / -21.4
Spin multiplicity: 3
Molecular weight (g/mol): 562.3
Total charge: +4
Relative energy (zero: lowest compared OMol25 entry of this formula, charge and spin) (kcal per mole): 0.0
Kohn-Sham gap (alpha / beta) (Eh): 0.2043 / 0.2145

XYZ file:
```
61
Properties=species:S:1:pos:R:3:forces:R:3:mulliken_charge:R:1
W 0.638493 0.533604 0.922275 1.5055 -7.1844 0.9326 1.185
P -1.530251 -0.423924 0.859653 -3.5500 -0.3731 -0.5828 0.607
P 1.827058 0.205764 2.971969 1.6596 0.7870 4.2607 0.533
P 1.786803 -1.061143 -0.495939 1.8191 -1.8814 -1.5256 0.642
H 1.762920 2.929449 0.857761 -0.0805 0.0138 -0.2426 0.539
C 1.696158 2.013781 0.263637 -0.6606 3.2475 -2.2154 -0.713
C 0.294110 1.832046 -0.465527 0.4009 5.0335 -0.3250 -0.375
H -0.408044 2.652680 -0.290857 0.4602 0.2288 -0.3367 0.675
C -2.971896 0.634073 1.149530 -0.3226 0.0914 0.1048 -1.234
C -1.633543 -1.687572 2.168883 0.5965 -0.1317 0.3550 -1.234
C -1.977676 -1.307873 -0.670509 0.0714 -0.2581 -0.3507 -0.819
C 3.285329 1.275810 3.136843 0.3118 0.3663 -0.2913 -1.208
C 0.930940 0.444295 4.540255 -0.3331 0.1116 0.1751 -1.217
C 2.464351 -1.493754 3.181969 -0.2367 -0.5661 -0.8933 -1.191
C 1.256212 -1.029334 -2.247605 -0.4832 0.2895 -0.4326 -1.190
C 1.719979 -2.826051 -0.054252 -0.1863 -0.2692 0.2385 -1.268
C 3.569562 -0.675478 -0.622907 0.3046 0.0563 0.0542 -1.253
H 2.573439 1.896384 -0.373634 -0.0620 -0.3358 0.0692 0.354
H 0.329803 1.601256 -1.530436 -0.1741 -0.8939 0.1645 -0.045
H -3.229540 1.174818 0.224658 0.0886 -0.1400 0.3361 0.336
H -2.789896 1.364307 1.952135 -0.2494 -0.3159 -0.2738 0.389
H -3.817403 -0.015523 1.441720 0.2599 0.3627 -0.1491 0.503
H -1.533800 -1.236007 3.169422 -0.1275 -0.1708 -0.3262 0.348
H -0.865366 -2.468250 2.047413 -0.3155 0.1616 0.0797 0.240
H -2.632598 -2.152906 2.089148 0.3508 0.1601 -0.0004 0.551
H -2.061251 -0.602204 -1.514509 0.0662 -0.1959 0.3369 -0.157
H -2.956685 -1.800235 -0.516458 0.4029 0.2086 0.0169 0.547
H -1.239869 -2.085598 -0.923922 -0.3076 0.2195 0.0962 0.406
H 3.798738 1.026135 4.084042 -0.2596 -0.0012 -0.3443 0.486
H 2.984137 2.335085 3.166759 0.0889 -0.3457 0.0159 0.400
H 3.986674 1.130373 2.299993 -0.2010 0.0654 0.2971 0.361
H 1.589516 0.118113 5.365274 -0.2551 0.1669 -0.3353 0.513
H 0.010907 -0.159774 4.564562 0.2956 0.1519 0.0781 0.317
H 0.664376 1.502740 4.681943 0.1745 -0.3621 0.0566 0.466
H 2.886101 -1.564168 4.197560 -0.1471 0.2151 -0.2454 0.563
H 3.251906 -1.719244 2.450180 -0.1661 0.0401 0.2512 0.370
H 1.653651 -2.230247 3.085610 0.2671 0.0851 0.1199 0.386
H 1.586810 -1.966951 -2.728736 -0.0290 0.3751 0.2536 0.563
H 1.716831 -0.179027 -2.774526 -0.0560 -0.2529 0.2473 0.422
H 0.164686 -0.950720 -2.356259 0.3595 -0.0913 0.0350 0.118
H 1.910850 -3.414085 -0.966720 0.0038 0.1588 0.3615 0.545
H 0.735377 -3.108301 0.345255 0.2795 -0.0268 -0.1427 0.281
H 2.488884 -3.065471 0.694051 -0.2399 0.0378 -0.2499 0.417
H 4.064621 -1.507341 -1.152369 -0.1663 0.2420 0.1835 0.498
H 4.039038 -0.557303 0.365170 -0.1104 -0.0869 -0.3059 0.353
H 3.725829 0.247830 -1.200368 -0.0576 -0.3098 0.1718 0.447
C -3.702339 0.448054 -4.016445 -1.6766 -1.4438 0.6708 0.453
C -3.536591 1.650694 -3.279709 0.6155 0.1688 1.0855 -0.793
C -2.215729 1.989164 -3.005638 -0.6686 0.5861 0.5562 -0.217
C -1.169003 1.561724 -3.843744 0.0316 -1.0418 -0.1370 -0.442
C -1.465931 0.680120 -4.909472 -1.1735 -0.7004 -0.3965 -0.517
C -2.751699 0.117235 -4.994550 1.6929 -0.1510 -1.0980 -0.374
O -4.622088 -0.514289 -3.678132 2.7049 1.7835 -3.0089 -0.359
H -4.861516 -0.417944 -2.782864 -1.2956 0.4864 1.9176 0.383
H -4.399994 2.198810 -2.904050 0.1689 -0.3344 0.4825 0.536
H -1.983412 2.576734 -2.105175 -0.3110 0.3772 -0.8967 0.639
H -0.124565 1.843298 -3.664247 -0.5305 0.1825 -0.1814 0.770
H -0.698143 0.355679 -5.615268 -0.2778 0.2280 0.1585 0.489
H -3.030402 -0.623087 -5.749217 0.2892 0.0395 0.2492 0.471
O -0.856972 2.625600 2.952900 2.9821 -4.1881 -4.3401 -0.213
C -0.327907 1.878124 2.203503 -3.5414 5.3242 5.2156 -0.279
```
Positions in Å, forces in eV/Å.